Version a
2 unconnected molecules or ions with the total composition C4H10O3, computed with the ωB97M-V functional and the def2-TZVPD basis.

Each line ends with the natural charge from an NBO analysis.
Geometry (Å):
O1 1.4186 -1.1915 -0.7561  -0.5513
C1 0.4822 -0.4073 -0.8263  0.4227
C2 -0.2485 0.0363 0.4566  -0.5027
C3 0.5991 -0.4209 1.6257  -0.4437
C4 0.3747 0.3930 2.8782  -0.0660
O2 -0.7850 1.2895 2.8906  -0.7260
H1 0.4153 0.0621 -1.8057  0.1331
H2 -1.2062 -0.4703 0.1956  0.2414
H3 -0.3947 1.1294 0.3321  0.2394
H4 1.6585 -0.4771 1.3927  0.2441
H5 0.3534 -1.5260 1.8126  0.2195
H6 0.2155 -0.2545 3.7262  0.1643
H7 1.2303 0.9865 3.1806  0.1605
H8 -0.6827 1.6840 3.7619  0.4647
O3 -1.3881 -0.3580 -5.9878  -0.9350
H9 -0.4280 -0.2901 -5.9695  0.4676
H10 -1.6143 -0.1852 -6.9072  0.4676

**SMILES**: O=CCCCO.O
**2S+1**: 1



Version b
2 unconnected molecules or ions with the total composition C4H10O3, computed with the ωB97M-V functional and the def2-TZVPD basis.

Each line ends with the natural charge from an NBO analysis.
Geometry (Å):
O1 0.1219 -1.8133 2.8249  -0.5127
C1 0.8726 -1.7843 1.8920  0.4513
C2 0.4783 -1.5465 0.4541  -0.5210
C3 -0.3428 -0.2990 0.2044  -0.4169
C4 -1.6216 -0.1223 1.0206  -0.0610
O2 -2.2741 1.0952 0.7657  -0.7085
H1 1.9725 -1.7610 2.0666  0.1003
H2 -0.1202 -2.4443 0.1942  0.2288
H3 1.3132 -1.6842 -0.2256  0.2239
H4 0.2649 0.5639 0.5021  0.2054
H5 -0.6449 -0.1779 -0.8334  0.2036
H6 -2.3118 -0.9484 0.8122  0.1459
H7 -1.4411 -0.2394 2.0825  0.2004
H8 -2.1788 1.3204 -0.1648  0.4603
O3 2.3678 3.4033 -5.4758  -0.9349
H9 2.3685 2.4415 -5.4433  0.4663
H10 2.8970 3.6091 -6.2669  0.4686

**SMILES**: O=CCCCO.O
**2S+1**: 1



Most stable structure: version b



Version a
C6H9NO in the gas phase, computed with the ωB97M-V functional and the def2-TZVPD basis.

Each line ends with the natural charge from an NBO analysis.
Geometry (Å):
N1 2.3773 0.3123 -0.2920  -0.8536
C1 0.9953 -0.1742 -0.4267  -0.0448
C2 0.3770 -1.3886 0.4004  -0.2930
C3 -1.0545 -1.6394 -0.2789  -0.1573
C4 -1.5950 -0.3793 -0.5430  -0.2698
C5 -1.0647 0.7248 0.3640  0.0837
O1 -0.7523 2.0725 -0.0746  -0.7230
C6 0.2203 0.0121 0.8975  -0.2841
H1 3.2124 -0.0315 -1.1094  0.3659
H2 2.7610 -0.0864 0.6794  0.3543
H3 0.5653 0.4025 -1.2674  0.2187
H4 0.7601 -2.2467 0.9855  0.2489
H5 -1.4269 -2.7345 -0.4832  0.2318
H6 -2.6435 -0.2911 -0.7970  0.2140
H7 -2.0666 0.6750 1.0632  0.2046
H8 0.1073 2.1619 -0.5136  0.4808
H9 0.8373 0.4524 1.6032  0.2228

**SMILES**: N[C@H]1[C@@H]2C=C[C@H](O)[C@H]12
**2S+1**: 1



Version b
A molecular structure, C6H9NO, computed with the ωB97M-V functional and the def2-TZVPD basis.

Each line ends with the natural charge from an NBO analysis.
Geometry (Å):
C1 -1.8463 -1.4689 0.1040  -0.6715
C2 -1.8312 0.0232 -0.2128  0.6716
C3 -0.1968 1.9662 -0.2082  -0.2161
C4 0.5251 0.6543 0.2424  -0.0834
C5 1.5828 -0.4570 -0.5689  -0.2927
C6 2.8550 -0.2515 0.1946  -0.4807
H1 -1.7122 -1.9557 -0.7433  0.2097
H2 -2.7861 -1.8564 0.5855  0.2462
H3 -0.9950 -1.6047 0.8704  0.2142
H4 -0.4445 2.6992 0.5261  0.2264
H5 0.4732 2.3873 -1.1300  0.2107
H6 0.3335 0.5034 1.3943  0.1972
H7 1.0133 -1.2249 -1.7178  0.3105
H8 3.3169 0.6898 1.4474  0.3133
H9 3.3711 -1.3276 -0.4104  0.2374
N1 -0.6951 0.6250 -0.4078  -0.4665
O1 -2.9640 0.5983 0.0344  -0.6262

**2S+1**: 1



Version c
C6H9NO in the gas phase, computed with the ωB97M-V functional and the def2-TZVPD basis.

Each line ends with the natural charge from an NBO analysis.
Geometry (Å):
C1 3.3359 -0.4523 -0.5985  -0.6825
C2 2.0618 0.1189 -0.2075  0.0066
C3 1.2125 0.8670 0.2125  -0.0429
C4 -0.0271 1.4225 0.7288  -0.2994
N1 -0.9918 0.3377 0.7540  -0.6152
C5 -1.8703 0.1569 -0.3250  0.6839
C6 -2.7145 -1.0902 -0.1520  -0.7148
O1 -2.1543 1.0480 -1.0962  -0.6005
H1 3.9725 0.3176 -1.0342  0.2380
H2 3.8464 -0.8758 0.2665  0.2320
H3 3.1910 -1.2515 -1.3251  0.2307
H4 0.1121 1.8549 1.7271  0.2198
H5 -0.3983 2.1847 0.0361  0.2585
H6 -0.7760 -0.4530 1.3418  0.3919
H7 -3.5087 -1.0925 -0.8938  0.2397
H8 -3.1842 -1.1073 0.8296  0.2310
H9 -2.1071 -1.9858 -0.2641  0.2233

**SMILES**: CC#CCNC(C)=O
**2S+1**: 1



Version d
A molecular structure, C6H9NO, computed with the ωB97M-V functional and the def2-TZVPD basis.

Each line ends with the natural charge from an NBO analysis.
Geometry (Å):
C1 0.8187 -0.9306 1.2947  -0.6525
C2 0.8659 -0.3308 -0.0771  -0.0903
C3 0.0077 -1.0697 -0.8750  -0.0720
C4 -1.6763 0.2431 0.2292  0.1764
C5 -0.9548 1.4282 0.3778  -0.3700
C6 0.3499 1.0799 -0.3329  -0.0725
H1 0.1228 -2.0841 1.3179  0.2436
H2 0.0745 -0.1073 2.0719  0.2390
H3 2.2121 -0.8121 1.6248  0.2631
H4 -0.0151 -1.0628 -1.9632  0.2023
H5 0.2390 -2.0854 -0.5584  0.1828
H6 -2.7638 0.3449 0.5759  0.2089
H7 -1.2175 2.0917 1.1953  0.2327
H8 0.0895 1.3453 -1.4587  0.1789
H9 2.2277 0.9928 -1.2088  0.3751
N1 1.8301 0.7781 -0.2512  -0.5523
O1 -1.2808 -0.8238 -0.4422  -0.4933

**2S+1**: 1



Most stable structure: version c



Version a
2 unconnected molecules or ions with the total composition C6H10FN2, computed with the ωB97M-V functional and the def2-TZVPD basis.

Each line ends with the natural charge from an NBO analysis.
Geometry (Å):
C1 -3.5872 -1.6708 0.3679  -0.4866
C2 2.0113 0.2046 -0.4784  -0.0906
C3 0.8682 0.3209 -0.2298  0.3448
C4 -3.2641 0.7330 -0.1630  0.7528
C5 4.0480 0.0691 0.6589  -0.5703
C6 3.3882 -0.0238 -0.7229  -0.4826
N1 -3.5466 -0.3569 0.0295  -0.2210
N2 -2.8516 1.9140 -0.3563  -0.7622
F1 -0.4221 0.4374 -0.0803  -0.3107
H1 -4.6007 -2.0364 0.6351  0.2616
H2 -2.8055 -1.9415 1.1897  0.2803
H3 -3.2155 -2.3822 -0.3167  0.2670
H4 4.9808 -0.3477 0.5973  0.2157
H5 4.0620 1.0967 0.8269  0.2080
H6 3.4159 -0.3228 1.3944  0.2116
H7 3.8254 0.4896 -1.5504  0.2436
H8 3.4453 -1.0179 -1.1589  0.2317
H9 -3.2582 2.4852 -1.0770  0.4595
H10 -2.4937 2.3494 0.4340  0.4474

**Charge**: +1
**2S+1**: 1



Version b
A gas-phase ion, C6H10FN2 (charge +1), computed with the ωB97M-V functional and the def2-TZVPD basis.

Each line ends with the natural charge from an NBO analysis.
Geometry (Å):
C1 1.8432 -1.2782 0.3361  -0.6438
C2 0.3989 -0.6963 0.0874  0.5910
N1 -0.5209 -1.5695 -0.2488  -0.5189
C3 -1.8504 -1.2429 -0.3729  -0.1257
C4 -2.2055 0.0709 -0.2346  0.4029
F1 -3.5131 0.3801 -0.1781  -0.2789
C5 -1.1781 1.1737 -0.1656  -0.2916
N2 0.2023 0.6229 -0.0111  -0.3428
C6 1.2252 1.6672 0.0400  -0.4148
H1 2.3897 -0.6627 -0.3444  0.2443
H2 1.9660 -2.3208 0.0995  0.2518
H3 2.2202 -1.0041 1.2448  0.2520
H4 -0.2822 -2.5001 -0.0054  0.4323
H5 -2.5324 -2.0671 -0.5077  0.2578
H6 -1.1229 1.9298 -0.9921  0.2528
H7 -1.4013 1.5376 0.9201  0.2362
H8 2.1569 1.5004 -0.4756  0.2396
H9 0.6986 2.4748 -0.3003  0.2230
H10 1.5057 1.9841 1.1086  0.2327

**SMILES**: CC1=[NH+]C=C(F)CN1C
**Charge**: +1
**2S+1**: 1



Most stable structure: version b



Version a
2 unconnected molecules or ions with the total composition C5H13NO, computed with the ωB97M-V functional and the def2-TZVPD basis.

Each line ends with the natural charge from an NBO analysis.
Geometry (Å):
C1 1.3217 -1.5789 -0.1120  -0.6131
C2 0.2362 -0.7630 0.6021  -0.0517
C3 0.8518 0.3448 1.4360  -0.4177
C4 -0.1551 1.5033 1.3667  -0.4115
C5 -0.5742 1.3977 -0.0876  -0.2246
N1 -0.6257 -0.0268 -0.3781  -0.6582
H1 0.9830 -2.5626 -0.4168  0.2095
H2 1.6443 -0.9717 -0.9428  0.2155
H3 2.2107 -1.6757 0.5082  0.2041
H4 -0.4261 -1.4433 1.1448  0.1800
H5 1.6869 0.7284 0.8449  0.1948
H6 1.2830 0.0631 2.3846  0.2230
H7 0.2992 2.4633 1.6091  0.2127
H8 -1.0147 1.3626 2.0217  0.1961
H9 -1.5554 1.8408 -0.2573  0.2019
H10 0.0750 1.9208 -0.7865  0.1886
H11 -1.5432 -0.4396 -0.3300  0.3627
O1 -1.4240 -0.5600 -3.2285  -0.9498
H12 -0.9655 -0.7264 -2.3806  0.4844
H13 -2.3081 -0.8767 -2.9979  0.4531

**SMILES**: C[C@H]1CCCN1.O
**2S+1**: 1



Version b
2 unconnected molecules or ions with the total composition C5H13NO, computed with the ωB97M-V functional and the def2-TZVPD basis.

Each line ends with the natural charge from an NBO analysis.
Geometry (Å):
C1 1.1083 -1.3562 1.1201  -0.7220
C2 1.8500 -2.2912 0.1881  0.6781
N1 2.9704 -1.7264 -0.4196  -0.8603
O1 1.5625 -3.4531 0.0069  -0.5911
H1 1.3425 -0.3386 0.8074  0.2146
H2 1.3516 -1.5721 2.1536  0.2401
H3 0.0363 -1.4568 0.9806  0.2445
H4 3.3104 -2.0936 -1.2989  0.4051
H5 3.4263 -0.9308 -0.0031  0.3899
C3 -0.4004 1.8110 -0.7215  -0.6229
C4 -1.3533 0.8176 -0.0314  -0.4034
C5 -2.7996 1.3271 -0.0619  -0.6078
H6 0.3623 1.3591 -1.3557  0.2149
H7 -0.0980 2.5973 -0.0369  0.2084
H8 -0.9747 2.3281 -1.5065  0.1999
H9 -1.1995 -0.1844 -0.4207  0.2012
H10 -1.0061 0.7707 1.0074  0.1925
H11 -2.9533 2.1797 0.5921  0.2077
H12 -3.0068 1.6819 -1.0782  0.1975
H13 -3.5286 0.5306 0.0783  0.2130

**SMILES**: CC(N)=O.CCC
**2S+1**: 1



Most stable structure: version b



Version a
2 unconnected molecules or ions with the total composition C5H13NO, computed with the ωB97M-V functional and the def2-TZVPD basis.

Each line ends with the natural charge from an NBO analysis.
Geometry (Å):
C1 -1.4236 -1.1088 1.1071  -0.6150
C2 -0.3367 -0.6468 0.1587  -0.0596
C3 -0.8603 0.2349 -0.9711  -0.4188
C4 -0.8965 1.6414 -0.3454  -0.4286
C5 0.1461 1.6169 0.7798  -0.2368
N1 0.6252 0.2169 0.8899  -0.6258
H1 -2.1114 -1.7930 0.6238  0.2027
H2 -0.9826 -1.6500 1.9540  0.2189
H3 -1.9911 -0.2694 1.5195  0.2021
H4 0.2505 -1.4967 -0.1991  0.1981
H5 -1.8262 -0.0053 -1.4020  0.2114
H6 -0.1305 0.2563 -1.7694  0.1948
H7 -1.8857 1.9028 0.0254  0.2006
H8 -0.7112 2.4244 -1.0697  0.2090
H9 0.9965 2.2556 0.5651  0.1928
H10 -0.2563 1.9135 1.7473  0.1877
H11 1.5377 0.1199 0.4692  0.3645
O1 3.1828 -1.7497 -1.0000  -0.9402
H12 4.0361 -2.1166 -1.2903  0.4732
H13 2.6372 -1.7464 -1.7926  0.4688

**SMILES**: C[C@H]1CCCN1.O
**2S+1**: 1



Version b
2 unconnected molecules or ions with the total composition C5H13NO, computed with the ωB97M-V functional and the def2-TZVPD basis.

Each line ends with the natural charge from an NBO analysis.
Geometry (Å):
C1 -2.4400 1.0907 -0.1745  -0.5955
C2 -1.2451 0.5498 0.6146  -0.4300
C3 -0.0374 0.4996 -0.2836  -0.3090
C4 0.7184 -0.5607 -0.5845  0.1834
C5 1.7783 -0.5007 -1.6513  -0.6399
N1 0.6767 -1.7631 0.1177  -0.8514
H1 -2.1153 1.8876 -0.8512  0.2021
H2 -3.2222 1.4808 0.4678  0.2071
H3 -2.8402 0.3023 -0.8099  0.2047
H4 -1.0652 1.1407 1.5181  0.2023
H5 -1.4833 -0.4095 1.0727  0.1958
H6 0.1579 1.3937 -0.8620  0.1977
H7 1.6354 -1.3192 -2.3653  0.2126
H8 2.7744 -0.6102 -1.2168  0.2153
H9 1.6986 0.4295 -2.2161  0.2260
H10 1.2541 -2.5394 -0.1513  0.3887
H11 -0.1638 -2.0007 0.6127  0.3904
O1 1.3639 0.1997 2.6171  -0.9498
H12 1.0475 1.0550 2.3256  0.4672
H13 1.5073 -0.3260 1.8201  0.4824

**SMILES**: CC/C=C(/C)N.O
**2S+1**: 1



Version c
2 unconnected molecules or ions with the total composition C5H13NO, computed with the ωB97M-V functional and the def2-TZVPD basis.

Each line ends with the natural charge from an NBO analysis.
Geometry (Å):
C1 -2.3941 0.3067 0.5121  -0.6067
C2 -0.9018 0.3267 0.9629  -0.4233
C3 0.0177 -0.6024 0.1950  -0.0717
C4 -0.3370 -1.1887 -1.1483  -0.6423
C5 1.3169 -0.5242 0.5713  -0.0238
N1 2.3569 -1.0863 -0.2123  -0.8462
H1 -2.9798 0.7546 1.3092  0.2154
H2 -2.4924 0.9835 -0.3428  0.2009
H3 -2.5913 -0.7188 0.2115  0.2031
H4 -0.5847 1.3741 0.9579  0.2024
H5 -0.9145 0.1117 2.0518  0.2088
H6 -0.5270 -0.3853 -1.8640  0.2181
H7 -1.2674 -1.7461 -1.0338  0.2135
H8 0.4514 -1.8550 -1.4777  0.2180
H9 1.6580 -0.1080 1.5166  0.1926
H10 2.2510 -2.0723 -0.4197  0.3704
H11 3.2700 -0.9372 0.2082  0.3716
O1 1.2794 2.7917 -0.4068  -0.9313
H12 1.4131 2.6881 -1.3436  0.4610
H13 0.9755 1.8871 -0.2472  0.4693

**SMILES**: CC/C(C)=C/N.O
**2S+1**: 1



Most stable structure: version a